Formula: C75H184N12O23
Source: the Open Molecules 2025 dataset
Level of theory: ωB97M-V/def2-TZVPD

The calculation puts the calculated total energy at -145714.4831 eV. Its gap between HOMO and LUMO is 8.4600 eV. The value obtained for the relative energy (zero: lowest compared OMol25 entry of this formula, charge and spin) is 18.5 kJ/mol.

Last column: Mulliken charge in e.
Geometry (Å):
O (18.6990, 12.5171, 20.0414)  2.102
O (16.0086, 12.5928, 11.6987)  -0.720
O (17.6136, 17.0226, 11.0664)  -0.050
O (20.1334, 21.5186, 12.3983)  -0.142
O (19.4316, 17.0554, 20.5143)  -0.331
O (23.5430, 17.3015, 19.6561)  0.190
O (15.4307, 18.1425, 20.2441)  -0.557
O (11.8169, 9.0498, 13.5308)  0.074
O (21.5351, 21.2418, 18.0203)  -0.459
O (21.3334, 10.6436, 14.7625)  -0.094
O (25.9612, 14.6687, 19.3822)  -0.051
O (25.4065, 11.8237, 22.8868)  -0.503
O (20.6691, 13.8456, 15.8775)  1.750
O (11.6662, 14.0107, 12.8320)  -0.545
O (16.9721, 21.4531, 14.9048)  -0.534
O (12.5394, 9.9649, 17.2774)  -0.485
O (19.7483, 17.3147, 24.9094)  -0.491
O (22.3988, 16.6208, 13.4978)  0.420
O (11.2249, 18.0773, 14.9003)  -0.418
O (13.6288, 19.1645, 25.4473)  -0.289
O (16.6479, 16.5028, 15.4053)  1.182
O (21.0715, 14.7509, 9.8754)  -0.335
O (15.7700, 12.7424, 19.4688)  -0.709
N (14.4700, 10.4528, 12.7491)  0.340
N (23.7328, 14.4295, 17.6444)  -0.009
N (20.1135, 12.8856, 12.9689)  1.078
N (22.6071, 18.6097, 15.6369)  -0.318
N (18.9362, 17.7149, 16.9945)  1.339
N (18.8256, 11.3891, 20.8714)  -0.317
N (17.9999, 19.6037, 12.6324)  0.713
N (16.1869, 19.0186, 17.6248)  -0.230
N (15.2776, 11.3357, 16.9745)  -0.078
N (23.6792, 14.7298, 21.3139)  1.350
N (12.9656, 16.5073, 13.4391)  0.150
N (16.9634, 17.9675, 24.6017)  -0.115
C (10.6696, 18.8545, 15.9699)  -0.583
C (20.4953, 12.6443, 22.2601)  -0.748
C (22.1332, 20.7338, 16.8569)  -0.597
C (22.5688, 10.1034, 15.0909)  -0.823
C (15.7870, 10.7494, 13.2237)  -1.531
C (19.0129, 17.0976, 15.7226)  -0.880
C (17.4503, 16.6135, 24.5911)  -1.160
C (20.2657, 9.5672, 22.5629)  -0.260
C (12.5193, 18.5593, 14.5526)  0.019
C (22.8954, 16.7185, 12.1780)  -1.133
C (16.7792, 18.8659, 12.5271)  -1.573
C (20.9855, 13.4141, 11.9286)  0.396
C (27.2592, 15.0349, 19.6700)  -1.052
C (21.0433, 10.5822, 13.3545)  -0.875
C (15.7531, 15.4295, 15.2902)  -0.303
C (18.8295, 17.4668, 19.3251)  0.043
C (18.8598, 16.5081, 24.1075)  1.027
C (24.3199, 13.9918, 22.3889)  -0.634
C (19.6568, 10.3918, 20.1773)  2.381
C (21.9597, 19.2226, 16.8275)  1.895
C (10.4641, 8.6945, 13.2717)  -1.007
C (22.3139, 14.2472, 17.5800)  0.951
C (13.1151, 10.4664, 16.0850)  -0.387
C (14.8770, 19.3951, 24.9300)  -0.381
C (12.9688, 14.3980, 12.3845)  0.399
C (21.9770, 13.6118, 16.2882)  -0.673
C (21.1713, 17.3863, 24.5933)  -0.542
C (16.2391, 12.3821, 17.1234)  0.554
C (19.7022, 13.0673, 16.5020)  -1.080
C (19.4613, 15.6457, 20.5965)  0.071
C (23.1878, 16.0272, 21.7298)  -0.216
C (11.8478, 8.7935, 16.9053)  -0.469
C (22.2762, 14.2582, 9.3588)  -0.755
C (19.8268, 11.4838, 13.0458)  -0.351
C (14.9117, 18.3457, 17.8725)  0.146
C (15.9310, 17.3732, 21.3186)  -0.157
C (21.1078, 22.4520, 12.0011)  -1.027
C (24.4494, 13.2646, 18.0737)  0.588
C (16.0119, 12.1587, 13.0632)  2.863
C (14.0051, 11.6935, 16.2996)  0.836
C (19.4037, 16.9067, 18.0696)  2.404
C (11.6279, 12.6259, 13.2989)  -0.535
C (20.9930, 10.9821, 19.7151)  -1.060
C (18.8908, 9.9603, 18.9770)  -2.158
C (13.0166, 15.8392, 12.2031)  -0.339
C (15.6652, 18.1093, 25.2452)  -0.810
C (25.8811, 13.6639, 18.4130)  -1.451
C (12.8290, 8.5398, 12.5580)  -0.734
C (16.1324, 19.8062, 16.3834)  -0.132
C (17.9875, 15.9605, 15.5687)  -0.011
C (17.7498, 22.6655, 14.7619)  -0.642
C (19.1835, 11.8299, 22.2487)  2.077
C (14.2107, 8.9852, 12.9688)  -0.988
C (23.4525, 16.6557, 14.4609)  -1.682
C (17.1967, 20.8738, 16.1742)  0.324
C (24.4729, 10.9351, 23.5545)  -0.679
C (22.7977, 17.1728, 15.7551)  2.032
C (24.8499, 12.6337, 21.8575)  0.298
C (16.8018, 17.2602, 9.9259)  -0.963
C (20.0942, 20.3382, 11.5906)  -0.596
C (17.0139, 17.3323, 12.3213)  1.968
C (18.0664, 12.7498, 22.6760)  -1.851
C (12.8906, 17.9623, 13.3009)  -0.676
C (20.1579, 21.1985, 18.1309)  0.126
C (15.0829, 17.4434, 19.1068)  0.420
C (20.3062, 13.8580, 10.6625)  0.026
C (22.5960, 16.7349, 20.5406)  0.271
C (18.6930, 19.8301, 11.4320)  -0.226
C (19.3095, 10.5797, 23.1454)  -1.417
C (15.8645, 13.4201, 18.2103)  -0.028
C (16.5782, 13.9076, 11.4621)  0.646
C (19.8166, 9.2354, 21.1399)  -1.360
C (24.1517, 18.5432, 20.0513)  -0.817
C (15.4229, 13.7233, 20.4308)  -0.780
C (12.8279, 20.2535, 25.1983)  -0.677
H (17.3941, 16.2166, 25.6456)  0.492
H (21.8656, 13.6861, 18.4284)  -0.089
H (14.7483, 15.7628, 14.9757)  0.028
H (24.1685, 12.0054, 21.2685)  -0.116
H (10.6442, 12.2455, 13.2476)  0.421
H (13.1954, 21.1462, 25.7488)  0.269
H (27.2016, 15.7435, 20.4716)  0.284
H (20.4686, 13.5464, 21.6803)  -0.718
H (21.6599, 17.9463, 25.3793)  0.371
H (18.8391, 10.7433, 18.2093)  -0.372
H (17.7289, 12.5205, 20.0473)  -0.353
H (20.8998, 9.5545, 13.0772)  0.497
H (25.2020, 14.5220, 22.9018)  0.276
H (12.2784, 11.9657, 12.6891)  0.155
H (21.6398, 21.2169, 16.0064)  0.126
H (16.6067, 10.1629, 12.7431)  0.689
H (22.0189, 18.7568, 14.8260)  0.213
H (19.1301, 11.3679, 13.8860)  -0.265
H (22.7926, 14.9842, 8.6997)  0.216
H (23.4489, 16.9562, 16.5883)  0.015
H (15.2999, 12.8032, 13.5595)  -1.665
H (23.1637, 21.0966, 16.7569)  0.327
H (17.6448, 18.5812, 24.9658)  0.249
H (22.4103, 15.8358, 22.4735)  0.212
H (16.6946, 16.6502, 20.9404)  -0.169
H (21.2991, 17.9115, 23.6182)  0.212
H (22.0445, 16.6420, 11.5305)  0.194
H (23.9721, 12.7654, 18.9762)  -0.609
H (12.1766, 16.1906, 13.9893)  0.309
H (20.2213, 8.7152, 23.2397)  0.595
H (18.8857, 18.5607, 19.3534)  -0.071
H (14.5758, 14.3078, 20.0432)  0.459
H (17.0889, 13.8474, 10.4730)  0.430
H (15.0092, 17.3415, 24.8190)  0.280
H (17.1071, 21.6362, 16.9618)  0.578
H (12.6905, 8.9261, 11.5202)  0.367
H (21.2717, 9.8835, 22.7551)  -0.109
H (14.6914, 17.6216, 17.0509)  -0.624
H (24.2230, 15.2073, 18.0990)  0.448
H (19.9243, 21.6248, 19.0820)  0.393
H (25.1086, 18.5837, 19.5217)  0.218
H (21.9022, 15.2975, 17.5786)  -0.782
H (24.1935, 17.4159, 14.1390)  0.628
H (18.9750, 17.8843, 14.9782)  0.286
H (18.1984, 20.6571, 10.8667)  0.225
H (22.0252, 13.3299, 8.8631)  0.376
H (16.1883, 19.3235, 11.7205)  0.744
H (15.0608, 10.9268, 17.8791)  0.434
H (10.1028, 9.2566, 12.4066)  0.301
H (14.1597, 16.9199, 19.3183)  0.819
H (17.9514, 9.6799, 19.4143)  0.638
H (13.6826, 14.0213, 13.1581)  -0.748
H (11.5483, 19.1263, 16.6222)  0.158
H (24.0791, 10.2061, 22.8662)  0.277
H (17.7544, 17.0350, 13.0314)  -0.540
H (13.8625, 18.3043, 12.9923)  -0.116
H (12.1120, 12.5631, 14.2689)  0.081
H (13.0680, 13.8519, 11.4333)  0.619
H (21.6770, 11.4785, 20.4522)  -0.811
H (17.0127, 12.3469, 13.4696)  -0.359
H (17.3737, 16.8402, 9.1074)  0.248
H (19.2363, 11.0781, 12.1966)  0.598
H (24.5591, 12.5004, 17.2998)  0.428
H (16.6493, 14.1820, 18.1949)  0.232
H (23.6044, 13.8332, 23.2299)  0.283
H (18.2721, 15.2957, 14.7595)  0.368
H (12.4356, 19.6529, 14.4779)  0.555
H (20.8782, 19.0337, 16.8827)  -0.908
H (24.3145, 18.5575, 21.1592)  0.208
H (20.5090, 13.1934, 13.8621)  -0.792
H (10.3250, 7.6394, 13.0654)  0.368
H (18.2369, 20.5340, 16.2225)  -0.212
H (23.4682, 15.8114, 12.0159)  0.327
H (19.5180, 10.8943, 24.1725)  0.390
H (22.4921, 18.7364, 17.6599)  -0.775
H (14.3528, 8.7521, 14.0177)  0.385
H (16.4167, 19.5615, 18.4816)  0.371
H (23.7240, 11.4979, 24.1058)  0.237
H (13.2542, 18.3930, 15.3818)  -0.135
H (15.3356, 20.2973, 25.5081)  0.265
H (18.2269, 13.7850, 22.3198)  -0.145
H (13.9449, 16.1273, 11.6656)  -0.412
H (12.7527, 7.4395, 12.4377)  0.435
H (19.2691, 9.0060, 18.5904)  0.451
H (20.5302, 16.8506, 18.1025)  -1.313
H (11.2158, 9.0127, 16.0533)  -0.006
H (10.2461, 19.7678, 15.5143)  0.273
H (23.9238, 16.7074, 22.2542)  0.066
H (21.3871, 11.9848, 22.1112)  -0.274
H (16.3734, 12.8296, 16.1560)  -0.482
H (11.3707, 8.4777, 17.8362)  0.367
H (22.7398, 9.0819, 14.6885)  0.343
H (21.9307, 17.5230, 20.9228)  0.338
H (20.4976, 8.4624, 20.7366)  0.390
H (15.8243, 16.6476, 18.7973)  -0.661
H (18.0242, 18.0872, 17.1352)  -0.665
H (18.6649, 18.9894, 10.7583)  0.384
H (20.8708, 22.8368, 11.0061)  0.361
H (19.5866, 15.4908, 21.6433)  0.558
H (22.5829, 9.9826, 16.1770)  0.076
H (20.3215, 15.2606, 20.1091)  -0.239
H (21.5578, 10.2422, 19.1720)  0.881
H (18.5156, 15.2109, 20.2356)  -0.197
H (22.9533, 14.0396, 10.2019)  0.248
H (20.1995, 12.0617, 16.5328)  0.684
H (15.8610, 16.7728, 10.0511)  0.288
H (22.1817, 12.5129, 16.2095)  0.116
H (19.9734, 13.0242, 10.0105)  0.369
H (17.9310, 20.3897, 13.2156)  -0.351
H (15.7677, 14.9143, 16.2370)  -0.651
H (16.2061, 14.5185, 20.5095)  0.096
H (22.0856, 22.0012, 11.9424)  0.351
H (19.9896, 16.6492, 15.6049)  -0.768
H (12.7924, 20.5250, 24.1117)  0.273
H (21.1381, 23.2655, 12.7228)  0.243
H (23.4270, 19.2967, 19.7060)  0.194
H (9.8777, 8.8985, 14.1625)  0.282
H (14.9658, 8.4813, 12.3504)  0.468
H (23.9820, 15.6846, 14.4917)  0.265
H (16.2645, 19.0705, 13.4606)  -0.127
H (20.4743, 20.5401, 10.5870)  0.501
H (16.1722, 18.0909, 22.1017)  0.018
H (27.8281, 14.1640, 19.9934)  0.360
H (19.4385, 13.3891, 17.4937)  0.618
H (15.8150, 10.5085, 14.3121)  0.214
H (21.5487, 14.3168, 12.2978)  -0.224
H (17.1344, 11.8551, 17.3672)  -1.224
H (15.2616, 13.2681, 21.3943)  0.518
H (12.2412, 16.1711, 11.5083)  0.552
H (15.1616, 20.2478, 16.1711)  0.501
H (13.4160, 12.4022, 16.9237)  0.557
H (23.5564, 17.5717, 12.1424)  0.448
H (19.4064, 14.4746, 10.8081)  -0.618
H (18.7826, 22.4075, 14.9953)  0.129
H (21.7135, 16.4390, 24.4760)  0.192
H (14.0858, 19.1183, 18.0170)  0.145
H (9.8505, 18.3230, 16.4656)  0.255
H (15.7194, 17.9503, 26.3265)  0.398
H (26.4204, 13.9989, 17.4893)  0.447
H (12.5612, 8.0519, 16.4572)  0.253
H (20.6740, 19.5624, 12.1715)  -0.110
H (16.1276, 14.7191, 14.5581)  0.178
H (23.4074, 10.7256, 14.7925)  0.330
H (26.3942, 12.7361, 18.7590)  0.512
H (20.6683, 12.9455, 23.3122)  0.747
H (17.0924, 12.4208, 22.2735)  0.377
H (15.8036, 14.7054, 11.5279)  -0.607
H (19.1821, 15.8505, 17.8717)  -0.728
H (24.2241, 14.8926, 20.4929)  -0.746
H (21.8855, 10.9948, 12.7586)  0.361
H (12.2634, 18.1520, 12.4331)  0.556
H (18.0166, 12.8086, 23.7837)  0.507
H (13.7690, 9.6756, 15.7410)  -0.036
H (22.6062, 14.1673, 15.5826)  -0.040
H (16.8010, 15.9961, 24.0084)  0.446
H (16.2298, 19.0509, 15.6118)  -0.678
H (22.0597, 16.0085, 19.9532)  -1.101
H (18.8219, 12.9884, 15.8437)  -1.206
H (21.7599, 12.7000, 11.6389)  0.013
H (18.8411, 8.7817, 21.3081)  0.328
H (19.8974, 20.1765, 18.0086)  -0.338
H (18.9248, 17.0190, 23.1415)  -0.362
H (17.5262, 23.0178, 13.7639)  0.257
H (20.8854, 11.7790, 18.9628)  -0.099
H (16.6414, 18.3555, 9.8271)  0.358
H (14.9216, 13.9451, 18.0037)  0.908
H (14.4020, 10.6478, 11.7563)  0.271
H (11.8354, 19.9347, 25.4613)  0.267
H (16.0717, 16.8381, 12.4475)  -0.733
H (19.3274, 15.5060, 23.9559)  -0.022
H (18.3591, 10.0461, 23.2018)  0.308
H (14.2571, 12.1344, 15.3345)  -0.947
H (19.7349, 21.8185, 17.3334)  0.205
H (17.9302, 15.3218, 16.4560)  0.131
H (25.1156, 10.4298, 24.2856)  0.364
H (12.3604, 10.6748, 15.3317)  0.257
H (17.3354, 23.3447, 15.5642)  0.350
H (25.6275, 12.7855, 21.0978)  -0.133
H (17.3782, 14.1247, 12.1836)  -0.406
H (21.9052, 16.5798, 15.8194)  -1.384
H (15.0676, 16.8145, 21.6813)  0.390
H (17.7526, 17.2447, 19.3943)  -0.612
H (27.8391, 15.4266, 18.7923)  0.265
H (14.8611, 19.6097, 23.8927)  0.356